# 1
The following is a quantum chemistry calculation of C39H44CoN9O4S2 as an isolated structure, from the OMol25 dataset.

**E_HOMO (alpha / beta)**: -2.11 / -3.53 eV
**<S²>**: 0.817
**DFT total energy**: -4485.51346 hartree
**Frontier orbital gap (alpha / beta)**: 3.81 / 5.22 eV
**ΔE to the lowest compared entry with this formula, charge and spin**: 32.2 kcal per mole

The geometry in ORCA input format:
```
! RIJCOSX wB97M-V def2-TZVPD def2/J DEFGRID3
* xyz -1 2
Co -1.82 0.81 1.49
C -0.81 3.49 4.50
C -0.91 2.40 3.50
N -1.86 2.27 2.66
N -2.92 3.11 2.56
C -3.72 2.62 1.61
O -3.48 1.58 0.92
C -4.97 3.37 1.32
C -5.83 2.90 0.33
C -7.00 3.58 0.05
C -7.33 4.73 0.75
C -6.48 5.20 1.74
C -5.30 4.53 2.02
C 0.08 1.30 3.40
C 1.18 1.17 4.22
C 2.00 0.06 4.06
C 1.69 -0.88 3.11
C 0.57 -0.68 2.31
N -0.20 0.38 2.46
H -1.67 4.15 4.41
H 0.10 4.07 4.35
H -0.78 3.08 5.52
H -5.55 2.00 -0.20
H -7.66 3.20 -0.73
H -8.25 5.26 0.52
H -6.73 6.10 2.29
H -4.63 4.88 2.79
H 1.39 1.92 4.97
H 2.87 -0.07 4.69
H 2.30 -1.76 2.95
H 0.28 -1.39 1.55
C 3.71 -3.97 -0.61
O 2.94 -4.95 -1.28
C 1.67 -5.18 -0.79
C 0.87 -6.04 -1.53
C -0.41 -6.34 -1.12
C -0.98 -5.77 0.04
C -0.14 -4.93 0.79
C 1.16 -4.64 0.38
N -2.27 -6.18 0.37
N -3.07 -5.52 1.18
C -3.01 -4.18 1.45
C -3.57 -3.76 2.68
C -3.51 -2.46 3.15
C -2.89 -1.45 2.40
O -2.70 -0.18 2.81
C -2.44 -1.81 1.12
N -1.89 -0.76 0.39
C -1.57 -0.95 -0.87
C -1.76 -2.17 -1.51
C -2.23 -3.25 -0.77
C -2.54 -3.12 0.59
H 4.63 -3.87 -1.19
H 3.96 -4.29 0.41
H 3.20 -3.01 -0.59
H 1.28 -6.48 -2.44
H -1.03 -7.02 -1.69
H -0.52 -4.48 1.70
H 1.76 -3.98 1.00
H -4.03 -4.53 3.29
H -3.93 -2.20 4.11
H -1.14 -0.11 -1.39
H -1.51 -2.28 -2.55
H -2.36 -4.21 -1.25
C 4.00 -0.64 -3.90
C 2.72 -1.25 -4.47
C 1.57 -0.27 -4.69
C 0.84 0.16 -3.42
N 1.55 1.16 -2.63
C 2.01 0.96 -1.38
S 1.96 -0.52 -0.61
N 2.50 2.04 -0.75
C 2.78 3.34 -1.35
C 3.90 3.32 -2.39
C 5.19 2.66 -1.89
C 5.81 3.37 -0.69
H 4.80 -1.39 -3.87
H 3.85 -0.28 -2.88
H 4.35 0.20 -4.51
H 2.39 -2.06 -3.80
H 2.95 -1.73 -5.43
H 0.83 -0.74 -5.35
H 1.93 0.62 -5.22
H 0.68 -0.71 -2.78
H -0.15 0.57 -3.66
H 1.34 2.12 -2.87
H 2.92 1.82 0.13
H 3.03 4.01 -0.53
H 1.85 3.75 -1.77
H 4.10 4.35 -2.68
H 3.56 2.80 -3.29
H 5.91 2.64 -2.71
H 4.99 1.62 -1.64
H 6.02 4.42 -0.91
H 6.74 2.90 -0.39
H 5.14 3.35 0.18
O -0.30 3.52 -1.65
S -1.25 2.69 -0.89
N -0.73 1.90 0.24
*
```

These are the Löwdin partial charges, in e, on atoms 1 to 4: atom 1 (Co): 0.486, atom 2 (C): -0.012, atom 3 (C): -0.230, atom 4 (N): -0.047

# 2
The following is a quantum chemistry calculation of C20H18BN7O3PdS as an isolated structure, from the OMol25 dataset.

**E_HOMO**: 1.09 eV
**DFT total energy**: -1932.91828 hartree
**Frontier orbital gap**: 3.51 eV
**ΔE to the lowest compared entry with this formula, charge and spin**: 40.5 kcal per mole

The geometry in ORCA input format:
```
! RIJCOSX wB97M-V def2-TZVPD def2/J DEFGRID3
* xyz -2 1
Pd 0.34 -0.42 0.99
B 0.86 -0.21 4.99
N -0.09 0.78 4.22
C -0.64 1.86 4.81
C -1.42 2.52 3.89
C -1.28 1.75 2.72
N -0.48 0.71 2.93
N 1.40 -1.36 4.10
C 1.55 -2.63 4.52
C 2.25 -3.32 3.54
C 2.47 -2.35 2.55
N 1.95 -1.17 2.89
H 1.79 0.44 5.45
H 0.23 -0.74 5.90
H -0.43 2.07 5.85
H -2.00 3.42 4.03
H -1.72 1.88 1.75
H 1.15 -2.95 5.46
H 2.53 -4.36 3.54
H 2.95 -2.46 1.59
N -0.15 -3.00 -2.39
C -0.39 -2.80 -1.05
N 0.56 -2.19 -0.43
C 1.52 -1.95 -1.41
C 2.73 -1.26 -1.31
C 3.50 -1.14 -2.46
C 3.07 -1.67 -3.69
C 1.85 -2.32 -3.81
C 1.09 -2.45 -2.65
H -0.82 -3.30 -3.07
H -1.33 -3.10 -0.60
H 2.99 -0.81 -0.37
H 4.44 -0.61 -2.41
H 3.70 -1.55 -4.56
H 1.50 -2.68 -4.77
O 0.34 1.62 -0.82
C -0.78 1.37 -1.23
N -1.53 0.28 -0.95
S -2.93 0.30 -1.70
O -4.07 0.44 -0.82
O -3.04 -0.77 -2.68
C -2.72 1.85 -2.56
C -3.56 2.56 -3.40
C -3.11 3.79 -3.87
C -1.87 4.29 -3.49
C -1.04 3.56 -2.64
C -1.49 2.34 -2.18
H -4.52 2.16 -3.69
H -3.74 4.37 -4.53
H -1.55 5.26 -3.86
H -0.07 3.92 -2.32
*
```

These are the Löwdin partial charges, in e, on atoms 1 to 4: atom 1 (Pd): 0.230, atom 2 (B): -0.466, atom 3 (N): -0.089, atom 4 (C): -0.158

# 3
The following is a quantum chemistry calculation of a 5-piece molecular cluster, C29H58BrN2O7PS2 overall, from the OMol25 dataset.

**E_HOMO**: -7.96 eV
**DFT total energy**: -5487.11240 hartree
**Frontier orbital gap**: 6.15 eV
**SMILES string**: CCP(CC)c1c(Br)c(CCCS(=O)(=O)O)cc2nsnc12.CCOCC.CCOCC.CCOCC.CCOCC

The geometry in ORCA input format:
```
! RIJCOSX wB97M-V def2-TZVPD def2/J DEFGRID3
* xyz 0 1
C -0.69 1.74 -6.78
C -2.31 1.49 -6.86
P -2.89 -0.26 -6.37
C -1.95 -1.65 -7.30
C -2.47 -3.11 -6.69
C -2.93 -0.53 -4.48
C -1.64 -0.92 -3.54
Br 0.14 -1.08 -4.45
C -1.68 -1.19 -1.92
C -0.31 -1.63 -1.10
C -0.05 -3.26 -1.35
C 1.45 -3.58 -1.96
S 1.92 -5.43 -1.81
O 3.47 -5.58 -2.05
O 1.53 -6.03 -0.43
O 1.17 -6.24 -3.14
C -3.12 -1.06 -1.13
C -4.43 -0.65 -2.04
N -5.89 -0.44 -1.61
S -6.84 -0.05 -3.06
N -5.70 -0.02 -4.40
C -4.39 -0.38 -3.67
H -0.42 2.39 -5.82
H -0.41 2.43 -7.71
H -0.03 0.77 -6.86
H -2.81 2.30 -6.15
H -2.66 1.69 -7.97
H -2.35 -1.64 -8.42
H -0.78 -1.60 -7.22
H -3.57 -3.35 -7.06
H -1.73 -3.99 -6.98
H -2.51 -3.11 -5.50
H 0.65 -1.06 -1.52
H -0.43 -1.48 0.06
H -0.86 -3.75 -2.04
H -0.13 -3.77 -0.29
H 1.42 -3.36 -3.10
H 2.30 -2.93 -1.47
H 0.44 -5.61 -3.42
H -3.27 -1.25 0.03
C 6.68 -0.06 1.85
C 5.24 -0.53 1.92
O 4.60 -0.60 0.64
C 5.18 -1.48 -0.31
C 5.22 -2.93 0.15
H 6.75 0.92 1.37
H 7.11 0.01 2.85
H 7.30 -0.75 1.27
H 4.67 0.19 2.52
H 5.16 -1.49 2.43
H 6.18 -1.13 -0.59
H 4.57 -1.42 -1.21
H 5.82 -3.06 1.05
H 5.64 -3.57 -0.63
H 4.21 -3.28 0.39
C -7.43 -0.48 4.76
C -6.33 -0.24 3.74
O -6.46 -1.03 2.56
C -7.65 -0.85 1.80
C -7.83 0.57 1.29
H -7.46 -1.54 5.05
H -7.27 0.13 5.65
H -8.42 -0.22 4.36
H -5.37 -0.50 4.19
H -6.26 0.82 3.47
H -8.52 -1.18 2.38
H -7.58 -1.53 0.94
H -7.92 1.29 2.11
H -8.74 0.64 0.69
H -6.97 0.87 0.68
C 1.19 -0.21 4.32
C 1.21 -0.30 2.80
O 0.02 0.17 2.19
C -0.33 1.53 2.43
C 0.72 2.52 1.96
H 0.34 -0.78 4.72
H 2.12 -0.62 4.74
H 1.09 0.82 4.67
H 1.33 -1.35 2.51
H 2.08 0.23 2.39
H -0.57 1.67 3.49
H -1.27 1.72 1.89
H 1.67 2.38 2.48
H 0.38 3.55 2.14
H 0.91 2.40 0.89
C 4.62 6.89 4.12
C 3.86 5.67 4.62
O 3.44 4.80 3.58
C 4.46 4.23 2.77
C 5.46 3.39 3.56
H 4.01 7.46 3.41
H 4.89 7.54 4.95
H 5.54 6.61 3.60
H 2.95 6.01 5.13
H 4.44 5.12 5.36
H 4.97 5.02 2.20
H 3.97 3.59 2.03
H 5.99 3.99 4.30
H 6.20 2.95 2.88
H 4.94 2.59 4.09
*
```

These are the Löwdin partial charges, in e, on atoms 1 to 4: atom 1 (C): -0.212, atom 2 (C): -0.430, atom 3 (P): 0.887, atom 4 (C): -0.457

Which of these has the lowest DFT total energy?
C29H58BrN2O7PS2

Which value of DFT total energy does entry 3 give?
-5487.11240 hartree